1.
Here is 11 unconnected molecules or ions with the total composition C13H48N6O11 in a non-equilibrium geometry from the Open Molecules 2025 dataset. Energies are from the ωB97M-V functional and the def2-TZVPD basis.

- HOMO level: -8.409 eV
- Structure (SMILES): NC(N)=O.NC(N)=O.NC(N)=O.CCO.CCO.CO.CO.CO.CO.CO.CO
- E: -1680.1423 Ha
- Frontier orbital gap: 0.3011 hartree

Element x y z (Å)
N -18.3471 1.6168 -4.3157
C -18.3824 0.6556 -3.4600
N -17.7329 -0.3974 -3.7947
O -19.1946 0.6162 -2.3633
H -19.0914 2.3824 -4.2339
H -18.0458 1.3535 -5.2936
H -17.9270 -1.2085 -3.2357
H -16.8344 -0.4095 -4.3427
N -21.7706 -1.7050 -6.4081
C -21.1036 -0.7840 -5.7674
N -19.8715 -1.1690 -5.5128
O -21.6517 0.3583 -5.3238
H -22.6484 -1.3205 -6.6699
H -21.3542 -2.4605 -6.9892
H -19.2538 -0.6145 -4.8667
H -19.3841 -2.0709 -5.6908
N -15.2342 0.5870 -8.2411
C -15.2769 0.1846 -9.5104
N -14.2860 0.5744 -10.2379
O -16.2756 -0.5269 -10.0453
H -16.0246 0.3834 -7.6260
H -14.3928 1.1005 -7.9099
H -14.3252 0.2252 -11.1684
H -13.3535 0.6887 -9.7649
C -19.4245 2.1518 -7.4848
C -18.6188 0.8586 -7.7543
O -17.7019 0.5169 -6.7710
H -18.8913 3.0700 -7.3167
H -20.1187 1.9644 -6.6380
H -20.1341 2.2119 -8.3603
H -18.0853 0.9090 -8.7268
H -19.2637 0.0041 -7.8729
H -17.8058 -0.4202 -6.5155
C -22.9159 -0.8290 -9.6890
C -21.6438 -0.0295 -9.3744
O -21.5720 1.0567 -10.2960
H -22.7729 -1.4066 -10.5770
H -23.8171 -0.1663 -9.7930
H -23.0425 -1.5982 -8.9238
H -20.7294 -0.5884 -9.5128
H -21.5852 0.3119 -8.3546
H -21.6194 0.6599 -11.1981
C -17.0987 -2.5380 -7.4892
O -17.8136 -2.7991 -6.3263
H -16.5448 -1.6205 -7.3081
H -17.6988 -2.2552 -8.3231
H -16.4415 -3.3865 -7.7217
H -18.0207 -3.7370 -6.3703
C -18.3344 5.4015 -9.4773
O -19.1782 6.3423 -8.8175
H -17.3750 5.7811 -9.7896
H -18.8141 5.0831 -10.4044
H -18.2992 4.4817 -8.8939
H -20.1289 6.0488 -8.8259
C -22.1466 1.5170 -2.5146
O -21.6413 2.3307 -3.5730
H -21.8959 1.9079 -1.5576
H -21.6341 0.5101 -2.5290
H -23.2114 1.3917 -2.6045
H -21.6849 1.7496 -4.3464
C -23.0138 2.8734 -7.7319
O -22.6612 3.1994 -9.0256
H -22.2239 2.4827 -7.1787
H -23.6794 2.0124 -7.8211
H -23.3859 3.7741 -7.2227
H -22.5595 2.3999 -9.5325
C -18.8606 5.2992 -5.5591
O -19.4625 4.4829 -4.5326
H -17.8063 5.4154 -5.4465
H -19.4148 6.1999 -5.4399
H -19.0042 5.0858 -6.6438
H -19.6810 5.0670 -3.8281
C -18.7075 2.1595 -11.1043
O -17.3259 2.5027 -11.0971
H -19.0533 2.0464 -12.1232
H -19.3861 2.8257 -10.5530
H -18.9199 1.1805 -10.6981
H -16.9869 2.4237 -10.1960



2.
Here is 2 unconnected molecules or ions with the total composition C4H11NO2 in a non-equilibrium geometry from the Open Molecules 2025 dataset. Energies are from the ωB97M-V functional and the def2-TZVPD basis.

- HOMO level (spin up / spin down): -14.656 / -14.352 eV
- ⟨S²⟩: 0.76
- E: -363.8703 Ha
- Spin multiplicity: 2
- Total charge: +1
- Frontier orbital gap (spin up / spin down): 0.4130 / 0.2118 hartree

Element x y z (Å)
C 0.1064 -0.9449 -1.6999
N 1.1592 -0.3376 -0.9546
C 0.0724 1.9148 -0.4384
C 0.9161 0.7412 0.0211
C 0.2080 0.0889 1.2469
O 0.3371 0.3504 2.3837
H 0.1569 -2.0220 -1.4688
H -0.9248 -0.6863 -1.4505
H 0.2152 -0.8509 -2.7831
H 1.8726 0.0424 -1.5714
H 0.5382 2.8584 -0.1820
H 0.1229 1.9488 -1.5371
H -0.9814 1.8506 -0.1838
H 1.9604 0.8886 0.3107
H -0.4843 -0.7174 0.9535
H -1.1817 -1.6565 2.9489
H -2.4368 -1.4382 2.2110
O -1.6564 -2.0302 2.1935



3.
Here is 11 unconnected molecules or ions with the total composition C44H77N11 in a non-equilibrium geometry from the Open Molecules 2025 dataset. Energies are from the ωB97M-V functional and the def2-TZVPD basis.

- HOMO level: -10.970 eV
- Structure (SMILES): CCCC#N.CCCC#N.CCCC#N.CCCC#N.CCCC#N.CCCC#N.CCCC#N.CCCC#N.CCCC#N.CCCC#N.CCCC#N
- E: -2324.8537 Ha
- Frontier orbital gap: 0.4094 hartree

Element x y z (Å)
C -2.1552 1.6858 -3.1442
C -1.3382 2.9569 -2.9531
C -0.4384 2.9719 -1.6806
C -1.2104 2.9564 -0.4058
N -1.8109 2.9366 0.5098
H -2.1696 1.0207 -2.2807
H -1.7154 1.1252 -3.9690
H -3.1998 1.9014 -3.3690
H -2.0368 3.7865 -2.8446
H -0.6433 3.0372 -3.7890
H 0.2565 3.8060 -1.5831
H 0.1950 2.0866 -1.6245
C 4.5411 4.3230 7.3379
C 4.5126 2.8329 6.8934
C 3.1844 2.5051 6.3315
C 3.2578 1.6083 5.1984
N 3.3112 0.8602 4.2996
H 4.1548 5.0494 6.6229
H 5.5295 4.7031 7.5961
H 4.0395 4.3532 8.3052
H 4.6539 2.2041 7.7725
H 5.2844 2.6893 6.1372
H 2.7704 3.4176 5.9025
H 2.5296 2.0256 7.0591
C -4.8656 2.0291 4.4167
C -3.9599 1.6678 3.2402
C -3.9687 0.2837 2.5912
C -3.6357 -0.8650 3.4993
N -3.4561 -1.7852 4.1720
H -5.0605 1.2394 5.1424
H -5.8342 2.4105 4.0935
H -4.5134 2.9186 4.9391
H -2.9677 1.8630 3.6471
H -3.9854 2.4365 2.4678
H -3.2288 0.2061 1.7946
H -4.9825 0.0630 2.2571
C 0.3181 0.4167 2.0846
C 0.6341 0.1986 0.6063
C -0.2697 -0.6641 -0.2538
C -0.0089 -0.6686 -1.6288
N 0.2899 -0.4869 -2.7153
H 0.1809 -0.5905 2.4782
H -0.6970 0.8058 2.1630
H 1.1182 0.9814 2.5631
H 1.6041 -0.2549 0.4023
H 0.6709 1.1845 0.1430
H -1.2640 -0.2600 -0.0634
H -0.3323 -1.7427 -0.1095
C 3.3166 1.8560 -3.3190
C 2.8992 3.3652 -3.3696
C 4.2036 4.3267 -3.1428
C 3.9208 5.7297 -3.4790
N 3.7036 6.8527 -3.7408
H 2.3858 1.2923 -3.3813
H 3.8260 1.5170 -2.4169
H 3.9485 1.6899 -4.1915
H 2.1754 3.8231 -2.6954
H 2.5900 3.3905 -4.4145
H 5.0938 3.8284 -3.5268
H 4.5365 4.4093 -2.1082
C -0.4646 2.3972 -8.3812
C -0.1532 2.1163 -6.8741
C 0.0633 0.6383 -6.5518
C 1.3522 0.1072 -6.9347
N 2.3813 -0.3149 -7.2121
H -0.8720 3.3778 -8.6272
H -1.3177 1.7587 -8.6105
H 0.4597 2.2942 -8.9497
H -0.9822 2.5291 -6.2993
H 0.6738 2.7538 -6.5616
H -0.6358 0.0256 -7.1210
H -0.1722 0.4903 -5.4979
C -4.2559 -4.1562 1.4138
C -3.4026 -5.1246 2.1497
C -1.9765 -4.5555 2.3849
C -1.0796 -4.5117 1.1886
N -0.4122 -4.4320 0.2307
H -3.8406 -3.8431 0.4559
H -4.4966 -3.2361 1.9464
H -5.2369 -4.5361 1.1286
H -3.3529 -6.1259 1.7219
H -3.9423 -5.1999 3.0937
H -1.5197 -5.0360 3.2501
H -2.1325 -3.5068 2.6381
C 1.4532 -1.0042 7.1482
C 0.2580 -0.8750 6.1754
C -0.0585 -2.0869 5.2637
C 1.0527 -2.4378 4.3964
N 1.8960 -2.7487 3.6500
H 2.3392 -0.8801 6.5257
H 1.4117 -1.9037 7.7625
H 1.6580 -0.1274 7.7625
H 0.3230 -0.1086 5.4030
H -0.5828 -0.5679 6.7973
H -0.9519 -1.9883 4.6470
H -0.2281 -2.9752 5.8722
C -6.6795 -2.2746 -4.2056
C -6.1092 -2.0275 -2.8143
C -5.3599 -0.7246 -2.7060
C -4.5732 -0.5895 -1.4979
N -3.8778 -0.4302 -0.6060
H -7.0436 -3.2916 -4.3509
H -5.8779 -2.0894 -4.9206
H -7.4207 -1.5259 -4.4850
H -5.3803 -2.8119 -2.6100
H -6.8476 -2.1739 -2.0261
H -5.9011 0.1597 -3.0423
H -4.6565 -0.8441 -3.5302
C -1.8278 -3.6007 -4.0112
C -0.4415 -3.4325 -4.7426
C 0.8355 -3.6275 -3.9182
C 1.1864 -5.0387 -3.6596
N 1.3830 -6.1354 -3.3603
H -2.6064 -3.5310 -4.7708
H -1.9009 -2.7079 -3.3902
H -1.8544 -4.5921 -3.5590
H -0.5804 -2.4145 -5.1065
H -0.4094 -4.0797 -5.6191
H 0.6549 -3.0985 -2.9825
H 1.6798 -3.1765 -4.4395
C 4.8869 0.2455 0.8202
C 5.7746 -0.6065 1.7134
C 7.2995 -0.2056 1.8638
C 7.9304 -0.4079 3.1609
N 8.3806 -0.5774 4.1750
H 3.8762 -0.1622 0.8397
H 5.0827 0.2220 -0.2518
H 4.9522 1.2924 1.1166
H 5.6847 -1.6547 1.4284
H 5.3073 -0.6471 2.6973
H 7.3945 0.8732 1.7405
H 7.8956 -0.8294 1.1978



What did the first record say?
Here is 11 unconnected molecules or ions with the total composition C13H48N6O11 in a non-equilibrium geometry from the Open Molecules 2025 dataset. Energies are from the ωB97M-V functional and the def2-TZVPD basis.

- HOMO level: -8.409 eV
- Structure (SMILES): NC(N)=O.NC(N)=O.NC(N)=O.CCO.CCO.CO.CO.CO.CO.CO.CO
- E: -1680.1423 Ha
- Frontier orbital gap: 0.3011 hartree

Element x y z (Å)
N -18.3471 1.6168 -4.3157
C -18.3824 0.6556 -3.4600
N -17.7329 -0.3974 -3.7947
O -19.1946 0.6162 -2.3633
H -19.0914 2.3824 -4.2339
H -18.0458 1.3535 -5.2936
H -17.9270 -1.2085 -3.2357
H -16.8344 -0.4095 -4.3427
N -21.7706 -1.7050 -6.4081
C -21.1036 -0.7840 -5.7674
N -19.8715 -1.1690 -5.5128
O -21.6517 0.3583 -5.3238
H -22.6484 -1.3205 -6.6699
H -21.3542 -2.4605 -6.9892
H -19.2538 -0.6145 -4.8667
H -19.3841 -2.0709 -5.6908
N -15.2342 0.5870 -8.2411
C -15.2769 0.1846 -9.5104
N -14.2860 0.5744 -10.2379
O -16.2756 -0.5269 -10.0453
H -16.0246 0.3834 -7.6260
H -14.3928 1.1005 -7.9099
H -14.3252 0.2252 -11.1684
H -13.3535 0.6887 -9.7649
C -19.4245 2.1518 -7.4848
C -18.6188 0.8586 -7.7543
O -17.7019 0.5169 -6.7710
H -18.8913 3.0700 -7.3167
H -20.1187 1.9644 -6.6380
H -20.1341 2.2119 -8.3603
H -18.0853 0.9090 -8.7268
H -19.2637 0.0041 -7.8729
H -17.8058 -0.4202 -6.5155
C -22.9159 -0.8290 -9.6890
C -21.6438 -0.0295 -9.3744
O -21.5720 1.0567 -10.2960
H -22.7729 -1.4066 -10.5770
H -23.8171 -0.1663 -9.7930
H -23.0425 -1.5982 -8.9238
H -20.7294 -0.5884 -9.5128
H -21.5852 0.3119 -8.3546
H -21.6194 0.6599 -11.1981
C -17.0987 -2.5380 -7.4892
O -17.8136 -2.7991 -6.3263
H -16.5448 -1.6205 -7.3081
H -17.6988 -2.2552 -8.3231
H -16.4415 -3.3865 -7.7217
H -18.0207 -3.7370 -6.3703
C -18.3344 5.4015 -9.4773
O -19.1782 6.3423 -8.8175
H -17.3750 5.7811 -9.7896
H -18.8141 5.0831 -10.4044
H -18.2992 4.4817 -8.8939
H -20.1289 6.0488 -8.8259
C -22.1466 1.5170 -2.5146
O -21.6413 2.3307 -3.5730
H -21.8959 1.9079 -1.5576
H -21.6341 0.5101 -2.5290
H -23.2114 1.3917 -2.6045
H -21.6849 1.7496 -4.3464
C -23.0138 2.8734 -7.7319
O -22.6612 3.1994 -9.0256
H -22.2239 2.4827 -7.1787
H -23.6794 2.0124 -7.8211
H -23.3859 3.7741 -7.2227
H -22.5595 2.3999 -9.5325
C -18.8606 5.2992 -5.5591
O -19.4625 4.4829 -4.5326
H -17.8063 5.4154 -5.4465
H -19.4148 6.1999 -5.4399
H -19.0042 5.0858 -6.6438
H -19.6810 5.0670 -3.8281
C -18.7075 2.1595 -11.1043
O -17.3259 2.5027 -11.0971
H -19.0533 2.0464 -12.1232
H -19.3861 2.8257 -10.5530
H -18.9199 1.1805 -10.6981
H -16.9869 2.4237 -10.1960



Look up the E of the first one. -1680.1423 Ha



E of number 2 (C4H11NO2)? -363.8703 Ha



Which value of E does entry 3 give? -2324.8537 Ha